[1]
C34H45Cl2MoN2OP3Se as an isolated structure at a distorted geometry, computed with ωB97M-V/def2-TZVPD.

Geometry as XYZ:
```
89
C34H45Cl2MoN2OP3Se ωB97M-V/def2-TZVPD
P -0.728 0.690 -2.861
C -1.656 1.968 -3.870
C -1.067 2.932 -4.709
H 0.022 3.064 -4.721
C -1.843 3.716 -5.577
H -1.362 4.421 -6.262
C -3.243 3.582 -5.566
H -3.851 4.171 -6.248
C -3.858 2.695 -4.663
H -4.948 2.611 -4.632
C -3.067 1.914 -3.814
H -3.543 1.225 -3.109
C 0.989 1.317 -3.179
C 1.436 2.355 -2.345
H 0.828 2.660 -1.496
C 2.640 3.036 -2.615
H 2.951 3.849 -1.975
C 3.411 2.650 -3.725
H 4.329 3.195 -3.952
C 3.014 1.579 -4.521
H 3.621 1.267 -5.380
C 1.819 0.899 -4.239
H 1.523 0.064 -4.877
C -0.754 -0.653 -4.160
C -1.144 -0.483 -5.501
H -1.591 0.459 -5.841
C -0.942 -1.499 -6.457
H -1.207 -1.332 -7.500
C -0.385 -2.729 -6.039
H -0.208 -3.508 -6.777
C -0.082 -2.937 -4.691
H 0.321 -3.906 -4.366
C -0.279 -1.921 -3.758
H -0.061 -2.088 -2.702
Mo -0.928 -0.272 2.105
C 1.032 -0.805 2.508
C 2.003 -0.702 1.563
H 1.287 -1.174 3.509
C 1.604 -0.130 0.230
O 1.979 -1.105 -0.793
H 1.841 -0.709 -1.684
C 0.135 0.134 0.266
H 2.154 0.819 0.047
C -0.962 0.260 -0.424
Cl -0.970 -0.416 4.559
Cl -3.205 0.664 1.878
P -0.765 2.092 3.050
C -1.817 2.589 4.454
H -1.468 2.109 5.372
H -2.849 2.281 4.261
H -1.775 3.680 4.563
C 0.927 2.403 3.654
H 1.647 2.190 2.854
H 1.136 1.744 4.505
H 1.013 3.457 3.956
C -1.068 3.428 1.859
H -2.111 3.384 1.528
H -0.408 3.317 0.992
H -0.868 4.387 2.358
P 3.672 -1.316 1.925
C 3.905 -1.382 3.697
C 4.859 -0.203 1.192
H 3.199 -2.081 4.161
H 3.766 -0.389 4.139
H 4.926 -1.723 3.916
H 4.593 -0.005 0.149
H 5.856 -0.658 1.231
H 4.880 0.741 1.748
C 3.811 -2.951 1.207
H 3.320 -3.688 1.856
H 4.870 -3.219 1.093
H 3.317 -2.941 0.226
H -1.822 0.696 -0.954
C -0.222 -3.748 4.569
N -1.643 -3.546 4.614
C -2.422 -3.658 5.757
C -3.674 -3.228 5.445
N -3.643 -2.850 4.106
C -4.750 -2.243 3.397
C -2.394 -3.029 3.602
Se -1.800 -2.598 1.875
H 0.070 -3.998 3.542
H 0.037 -4.564 5.240
H 0.307 -2.842 4.881
H -2.020 -4.027 6.684
H -4.567 -3.159 6.037
H -4.595 -2.391 2.315
H -5.680 -2.726 3.712
H -4.805 -1.164 3.599
```

**<S²>**: 2.036
**2S+1**: 3
**Gap between HOMO and LUMO (spin up / spin down)**: 5.389 / 6.411 eV
**Maximum force**: 4.130 eV Å⁻¹
**Net charge**: +2
**HOMO level (spin up / spin down)**: -12.518 / -12.837 eV
**LUMO level (spin up / spin down)**: -7.1 / -6.4 eV


[2]
H18HfO9 as an isolated structure at a distorted geometry, computed with ωB97M-V/def2-TZVPD.

Geometry as XYZ:
```
28
H18HfO9 ωB97M-V/def2-TZVPD
Hf -0.020 -0.072 0.075
O -2.089 1.152 -0.165
H -2.087 1.983 -0.640
H -2.986 1.059 0.154
O -0.090 -2.009 -1.285
H -0.331 -2.893 -1.007
H 0.016 -2.076 -2.234
O -1.759 -1.382 1.137
H -2.661 -1.234 0.850
H -1.804 -2.179 1.666
O 1.088 -1.858 0.987
H 1.875 -1.855 1.533
H 0.881 -2.786 0.871
O 1.952 -0.199 -1.293
H 2.314 -0.984 -1.706
H 2.430 0.526 -1.695
O -0.672 0.922 2.175
H -1.510 1.285 2.459
H -0.278 0.572 2.974
O -0.580 0.387 -2.266
H -0.197 -0.024 -3.041
H -1.375 0.811 -2.588
O 0.444 2.259 -0.483
H 0.655 2.742 -1.282
H 0.230 2.937 0.157
O 1.933 0.755 1.345
H 2.832 0.983 1.110
H 1.792 1.178 2.192
```

**Gap between HOMO and LUMO**: 11.990 eV
**Maximum force**: 2.022 eV Å⁻¹
**Net charge**: +4
**HOMO level**: -27.934 eV
**LUMO level**: -15.9 eV
**Relative energy (zero: lowest compared OMol25 entry of this formula, charge and spin)**: 19.0 kcal/mol


[3]
C16H13AsCoN2O10S as an isolated structure at a distorted geometry, computed with ωB97M-V/def2-TZVPD.

Geometry as XYZ:
```
44
C16H13AsCoN2O10S ωB97M-V/def2-TZVPD
Co 0.044 -0.404 1.655
O 2.261 1.738 -1.213
As 1.835 -0.065 -0.986
O 3.178 -0.800 -1.535
O 1.740 -0.075 0.660
C 0.509 0.089 -2.430
C 1.174 0.209 -3.647
C 0.492 0.461 -4.822
C -0.891 0.571 -4.803
C -1.554 0.430 -3.599
C -0.858 0.205 -2.422
S -1.977 0.283 -1.017
O -2.340 1.696 -0.978
O -3.092 -0.583 -1.373
O -1.294 -0.162 0.205
H 2.752 1.920 -0.411
H 2.253 0.103 -3.623
H 1.036 0.585 -5.748
H -1.438 0.793 -5.709
H -2.627 0.501 -3.531
O 0.442 1.225 5.417
C 0.250 0.962 4.230
O 0.183 -0.181 3.698
C 0.068 2.123 3.251
C 0.092 3.454 3.647
C -0.076 4.438 2.688
C -0.233 4.049 1.364
C -0.255 2.696 1.057
N -0.122 1.762 1.983
H 0.230 3.677 4.693
H -0.100 5.487 2.959
H -0.372 4.779 0.581
H -0.420 2.353 0.046
O 0.656 -2.239 -0.819
C 0.334 -2.919 0.145
C 0.375 -4.460 0.102
C -0.417 -4.854 1.331
C -0.619 -3.511 2.076
O -1.184 -3.439 3.146
N -0.117 -2.494 1.335
H 1.421 -4.763 0.164
H -0.035 -4.821 -0.841
H 0.095 -5.558 1.989
H -1.398 -5.264 1.087
```

**<S²>**: 0.756
**2S+1**: 2
**Gap between HOMO and LUMO (spin up / spin down)**: 7.963 / 8.024 eV
**Maximum force**: 2.192 eV Å⁻¹
**Net charge**: -2
**HOMO level (spin up / spin down)**: -3.113 / -3.174 eV
**LUMO level (spin up / spin down)**: 4.9 / 4.9 eV
**Relative energy (zero: lowest compared OMol25 entry of this formula, charge and spin)**: 31.0 kcal/mol


[4]
One molecule with the formula C4H6O, computed with ωB97M-V/def2-TZVPD.

Geometry as XYZ:
```
11
C4H6O ωB97M-V/def2-TZVPD
C 0.166 -0.244 1.333
C -0.178 -0.515 -0.128
C -0.357 0.704 -1.037
O 0.887 0.328 -1.684
C 1.086 -0.782 -0.978
H 0.222 -1.178 1.899
H -0.581 0.402 1.807
H -0.949 -1.287 -0.227
H -0.287 1.696 -0.580
H -1.179 0.677 -1.758
H 1.141 0.250 1.415
```

**Gap between HOMO and LUMO**: 9.469 eV
**Maximum force**: 0.362 eV Å⁻¹
**HOMO level**: -8.627 eV
**LUMO level**: 0.8 eV
**Relative energy (zero: lowest compared OMol25 entry of this formula, charge and spin)**: 62.7 kcal/mol


[5]
One molecule with the formula C4H8O at a distorted geometry, computed with ωB97M-V/def2-TZVPD.

Geometry as XYZ:
```
13
C4H8O ωB97M-V/def2-TZVPD
C -1.775 0.405 -0.002
C -0.542 -0.290 0.492
C 0.712 0.357 -0.295
C 2.022 -0.241 -0.027
O 1.084 -0.964 -0.766
H -2.690 -0.052 0.379
H -1.703 1.452 0.281
H -1.799 0.335 -1.098
H -0.708 -1.388 0.316
H -0.332 -0.224 1.556
H 0.748 1.125 -1.112
H 2.846 -0.082 -0.713
H 2.286 -0.534 0.987
```

**Gap between HOMO and LUMO**: 10.521 eV
**Maximum force**: 2.812 eV Å⁻¹
**HOMO level**: -9.288 eV
**LUMO level**: 1.2 eV
**Relative energy (zero: lowest compared OMol25 entry of this formula, charge and spin)**: 66.3 kcal/mol


[6]
C3H12N4 as an isolated structure at a distorted geometry, computed with ωB97M-V/def2-TZVPD.

Geometry as XYZ:
```
19
C3H12N4 ωB97M-V/def2-TZVPD
C -0.972 -0.472 1.364
C -1.556 1.573 0.144
N -0.576 0.498 0.333
C 0.034 -0.223 -1.164
N -0.228 -1.432 -1.496
H -0.146 -2.072 -0.710
H -0.100 0.566 -1.904
H -1.174 0.051 2.300
H -0.142 -1.160 1.518
H -1.866 -1.013 1.046
H -2.489 1.163 -0.248
H -1.164 2.300 -0.567
H -1.749 2.081 1.091
N 2.292 -0.945 0.019
N 1.703 0.241 -0.506
H 3.308 -0.896 -0.008
H 2.074 -1.798 -0.500
H 2.281 0.726 -1.193
H 0.469 0.811 0.482
```

**Gap between HOMO and LUMO**: 8.312 eV
**Maximum force**: 1.552 eV Å⁻¹
**HOMO level**: -7.460 eV
**LUMO level**: 0.9 eV
**Relative energy (zero: lowest compared OMol25 entry of this formula, charge and spin)**: 99.5 kcal/mol